(1)
{"formula": "C38H105AlO22", "method": "the ωB97M-V functional and the def2-TZVPD basis", "gap_ha": 0.334, "fmax_ev_per_a": 7.38, "e_homo_ev": -9.17, "e_lumo_ev": -0.09, "symbols": ["O", "C", "H", "H", "H", "H", "H", "C", "O", "H", "H", "H", "H", "C", "C", "H", "H", "O", "O", "H", "H", "H", "C", "H", "O", "H", "H", "C", "H", "H", "H", "O", "H", "O", "H", "C", "H", "H", "O", "H", "H", "H", "H", "C", "H", "H", "O", "C", "H", "H", "H", "H", "H", "H", "C", "C", "C", "C", "H", "H", "H", "H", "O", "H", "H", "H", "H", "O", "C", "H", "H", "H", "O", "O", "H", "C", "H", "C", "H", "H", "H", "H", "C", "O", "H", "O", "H", "H", "O", "H", "H", "C", "C", "H", "H", "C", "H", "O", "H", "H", "H", "H", "H", "H", "H", "C", "H", "H", "C", "H", "Al", "H", "H", "O", "H", "H", "C", "C", "H", "O", "H", "C", "H", "H", "H", "C", "H", "H", "C", "H", "C", "C", "O", "H", "C", "H", "H", "H", "O", "C", "H", "H", "H", "H", "H", "C", "C", "C", "H", "H", "H", "O", "H", "C", "H", "H", "H", "H", "H", "H", "C", "C", "H", "H", "H", "C"], "xyz": [[-15.41, -5.64, 20.61], [-26.05, -5.68, 20.42], [-22.96, -7.33, 17.54], [-19.20, -2.65, 11.47], [-25.59, -5.07, 18.52], [-19.42, -0.33, 13.14], [-14.28, -3.27, 5.75], [-15.12, -4.08, 13.87], [-14.56, -2.38, 6.06], [-18.82, -8.18, 14.45], [-17.04, -4.90, 14.23], [-21.03, 0.32, 19.46], [-26.84, -5.21, 13.21], [-19.10, -6.55, 21.11], [-19.08, -0.68, 19.78], [-13.04, -6.96, 15.98], [-13.76, -6.89, 17.71], [-22.76, -1.31, 15.37], [-14.46, -9.62, 17.13], [-21.13, -2.99, 18.32], [-16.12, -7.37, 19.88], [-19.14, -7.22, 22.00], [-27.55, -2.42, 16.28], [-22.29, -4.29, 18.40], [-23.45, -7.82, 19.48], [-20.65, 1.12, 15.22], [-16.23, -6.41, 23.14], [-26.09, -4.24, 20.90], [-18.68, 1.07, 17.60], [-26.66, -4.06, 21.77], [-24.91, 0.01, 19.93], [-18.92, -2.24, 13.99], [-14.51, -8.68, 15.23], [-20.54, -0.40, 16.59], [-14.67, -9.38, 18.06], [-23.07, -8.26, 18.11], [-17.14, -9.23, 21.24], [-27.40, -4.51, 16.62], [-20.95, -5.08, 21.86], [-27.87, -2.16, 17.29], [-24.87, -1.46, 13.63], [-24.55, -1.07, 17.19], [-22.11, -10.01, 18.77], [-26.80, -3.72, 16.30], [-21.13, -0.74, 15.88], [-18.84, -7.19, 20.25], [-21.68, -4.22, 11.44], [-14.62, -1.59, 4.87], [-26.56, -3.93, 15.26], [-16.69, -10.42, 18.50], [-15.14, -4.02, 12.75], [-17.32, -7.70, 15.16], [-26.12, -0.64, 18.67], [-27.09, -6.06, 20.37], [-20.95, -5.00, 11.93], [-18.36, -7.38, 15.13], [-21.30, -4.02, 17.99], [-20.67, -6.41, 11.26], [-23.88, -4.98, 11.28], [-14.79, -2.86, 15.48], [-20.14, -7.18, 11.87], [-18.29, 0.83, 15.91], [-19.35, -1.62, 18.75], [-15.18, -5.32, 24.00], [-26.36, -6.85, 12.87], [-17.67, -0.89, 13.17], [-24.06, -6.47, 13.15], [-18.43, -6.18, 14.43], [-24.12, -0.58, 18.10], [-25.16, -1.72, 19.61], [-18.29, -5.82, 21.31], [-20.00, -6.01, 10.45], [-22.91, -1.12, 18.53], [-16.49, -4.10, 14.37], [-20.98, -0.69, 20.84], [-26.09, -5.97, 13.42], [-16.96, -11.35, 20.04], [-15.75, -5.41, 23.08], [-22.24, -1.02, 17.82], [-16.95, -4.28, 17.14], [-20.17, 0.88, 20.94], [-15.76, -8.22, 16.38], [-24.69, -5.57, 13.01], [-25.64, -3.74, 17.20], [-26.89, -1.62, 15.88], [-24.73, -5.20, 11.65], [-19.24, -0.95, 10.91], [-20.36, -4.35, 22.06], [-21.65, -2.20, 13.63], [-26.56, -3.67, 20.14], [-24.34, -4.72, 13.59], [-20.38, 0.02, 20.28], [-16.89, -9.20, 20.17], [-20.03, -6.78, 16.09], [-24.02, -7.06, 19.38], [-16.45, -10.50, 19.58], [-20.20, -5.17, 19.98], [-15.82, -8.29, 19.83], [-17.79, -1.87, 11.25], [-14.66, -6.40, 16.25], [-18.26, 0.02, 19.54], [-23.66, -2.03, 12.33], [-25.56, -6.38, 21.14], [-14.72, 0.36, 4.20], [-21.01, 1.64, 16.88], [-21.45, -4.17, 16.47], [-20.48, -4.78, 18.19], [-21.65, -9.34, 17.19], [-14.82, -5.45, 21.88], [-19.34, -5.88, 14.34], [-20.35, -3.33, 14.01], [-18.63, 2.47, 16.46], [-28.43, -2.41, 15.71], [-20.16, -4.68, 13.03], [-15.45, -3.57, 17.11], [-15.38, -10.62, 19.62], [-21.85, -9.10, 18.18], [-22.64, -1.63, 14.12], [-15.46, -2.94, 19.44], [-17.23, -3.79, 19.96], [-14.78, 0.28, 5.85], [-18.77, -1.68, 11.62], [-23.99, -2.95, 14.05], [-20.98, -8.59, 18.57], [-24.79, -3.66, 16.73], [-13.93, -7.11, 16.64], [-17.79, -8.92, 19.66], [-14.66, -5.04, 14.21], [-23.91, -2.04, 13.39], [-16.50, -4.63, 23.04], [-16.15, -4.07, 17.83], [-14.48, -2.83, 14.46], [-20.40, -4.11, 15.72], [-21.17, -6.58, 20.44], [-15.16, -0.23, 4.99], [-18.07, -2.61, 14.34], [-14.14, -6.23, 21.96], [-16.26, -0.16, 5.12], [-25.25, -5.72, 19.19], [-20.41, -5.85, 20.77], [-15.71, -4.97, 18.19], [-18.65, -6.47, 17.05], [-19.92, -1.22, 18.06], [-26.26, -6.23, 14.46], [-13.41, -2.77, 14.56], [-18.91, 1.39, 16.61], [-19.09, -7.24, 16.40], [-16.43, -3.13, 18.93], [-14.23, -4.50, 21.84], [-18.73, -1.27, 20.62], [-23.96, 0.53, 17.90], [-22.53, -4.51, 16.02], [-21.56, -6.68, 10.64], [-25.14, -0.70, 19.16], [-18.08, -3.31, 19.98], [-19.22, -8.12, 16.92], [-23.89, -8.86, 17.69], [-25.04, -3.90, 20.91], [-15.21, -2.12, 4.16], [-16.20, -5.02, 20.57], [-18.70, -1.19, 13.04], [-14.70, -8.48, 16.30], [-16.88, -2.19, 18.55], [-13.65, -1.41, 4.38], [-14.90, -1.94, 14.00], [-20.35, 1.02, 16.28]], "mulliken_charge": [-0.30, -0.14, -0.21, -0.06, 0.22, 0.10, 0.32, -0.02, -0.52, 0.15, 0.14, 0.04, 0.40, 0.32, -0.49, 0.33, 0.24, -0.59, -0.60, -0.33, 0.25, 0.39, -1.34, 0.17, -0.52, 0.38, 0.22, -1.02, -0.02, 0.47, 0.45, 1.41, 0.36, 0.24, 0.25, 0.38, 0.29, 0.49, -0.60, 0.30, 0.29, -0.31, 0.38, 0.28, -0.35, -0.51, -0.50, -0.16, -0.21, 0.33, 0.30, 0.19, 0.34, 0.27, 0.31, -0.19, 0.99, -1.28, 0.28, 0.05, 0.23, 0.15, 0.53, 0.41, 0.40, 0.57, 0.19, -0.47, 0.72, 0.01, -0.26, 0.37, -0.23, 0.00, 0.33, -1.71, 0.37, -1.00, -0.09, 0.06, 0.45, -0.34, 1.46, -0.39, 0.21, -0.60, 0.27, 0.35, -0.11, 0.15, -0.69, -1.08, 0.74, 0.17, 0.44, -1.46, -0.54, -0.41, 0.39, -0.24, 0.43, 0.34, 0.32, 0.32, 0.30, 0.82, -0.87, 0.44, -0.34, -0.07, -2.10, 0.38, 0.47, 0.45, -0.50, 0.29, -0.89, 0.23, 0.24, -0.35, 0.32, -0.88, -0.46, -0.15, 0.11, -0.32, -0.29, 0.18, -0.26, 0.23, 0.38, -0.86, 1.01, 0.17, -1.05, -0.10, 0.44, 0.27, -0.50, 0.76, -0.08, -0.19, -0.44, 0.35, 0.37, -0.81, -0.60, -0.29, 0.23, 0.42, 0.27, -0.70, 0.34, -1.36, 0.09, 0.71, 0.31, 0.19, 0.27, 0.23, -0.25, 0.26, 0.16, 0.23, 0.26, -0.30]}

=====

(2)
{"formula": "C2H8N2O2", "method": "the ωB97M-V functional and the def2-TZVPD basis", "gap_ha": 0.363, "fmax_ev_per_a": 3.39, "relative_energy_kj_mol": 539.08, "e_homo_ev": -8.88, "smiles": "CCON(N)O", "e_lumo_ev": 1.01, "symbols": ["H", "O", "H", "H", "O", "C", "N", "H", "C", "H", "H", "H", "N", "H"], "xyz": [[1.57, -1.85, 0.16], [0.11, -1.73, -1.86], [-0.70, 2.21, 1.55], [0.30, -0.18, 1.34], [-0.87, -0.63, -0.23], [-0.74, 0.16, 0.93], [0.29, -0.61, -1.01], [-1.47, 1.95, -0.02], [-0.65, 1.64, 0.62], [0.28, 1.87, 0.12], [2.31, -0.53, -0.53], [-1.62, -0.10, 1.52], [1.53, -0.84, 0.02], [-0.35, -1.38, -2.63]], "mulliken_charge": [0.26, -0.42, 0.36, 0.38, -0.26, -0.20, -0.01, 0.28, -1.05, 0.27, 0.27, 0.33, -0.56, 0.36]}

=====

(3)
{"formula": "C45H63BCl2F12IN4O14", "method": "the ωB97M-V functional and the def2-TZVPD basis", "gap_ha": 0.264, "fmax_ev_per_a": 1.94, "charge": 1, "e_homo_ev": -11.22, "e_lumo_ev": -4.02, "symbols": ["H", "H", "B", "O", "C", "N", "F", "C", "C", "H", "C", "H", "H", "C", "O", "N", "O", "F", "H", "C", "H", "H", "H", "H", "H", "H", "O", "C", "C", "C", "C", "H", "N", "C", "H", "O", "C", "C", "Cl", "H", "C", "H", "H", "H", "C", "C", "H", "H", "C", "H", "O", "H", "H", "F", "H", "C", "C", "O", "H", "H", "C", "F", "C", "H", "C", "H", "H", "C", "H", "F", "H", "C", "H", "C", "H", "C", "Cl", "H", "H", "O", "H", "N", "H", "H", "H", "C", "H", "H", "O", "H", "H", "O", "H", "H", "H", "C", "H", "C", "C", "C", "H", "C", "H", "C", "C", "O", "H", "C", "H", "H", "C", "C", "F", "C", "H", "H", "C", "H", "O", "F", "F", "C", "I", "O", "H", "C", "H", "C", "F", "C", "H", "H", "H", "C", "F", "O", "F", "H", "H", "H", "F", "C"], "xyz": [[-0.09, -5.64, 6.26], [4.28, -5.21, -2.93], [0.43, 2.00, 1.58], [-5.05, 2.41, -0.11], [6.33, 0.12, -5.34], [-2.82, 1.75, 0.37], [-4.44, -5.41, 4.32], [1.08, -2.32, -3.97], [4.24, 2.90, 4.31], [-2.31, 2.44, 3.88], [-2.32, 6.26, 0.63], [-6.80, 1.25, 1.70], [-4.52, 3.22, -5.01], [-1.21, -4.33, 7.56], [5.13, 3.98, 4.66], [-1.59, 0.58, 1.94], [1.20, 0.51, 4.32], [8.67, -4.53, 0.29], [-5.45, -1.19, 0.23], [3.66, -5.29, -0.88], [-6.72, -1.14, 1.49], [-8.08, -0.17, -0.61], [-0.43, 0.62, -4.27], [3.44, -4.22, -0.80], [2.25, -2.22, -2.18], [-3.37, 0.36, -1.56], [-2.26, -3.97, 6.63], [0.13, -0.11, -3.68], [0.31, -1.16, -5.90], [-4.75, 2.20, -2.46], [4.68, -5.53, -1.97], [0.10, -0.80, -1.67], [0.15, -1.36, -4.44], [-2.22, 0.53, 0.69], [-6.10, 0.08, -4.72], [-0.70, 0.13, 5.42], [0.06, -4.74, 6.85], [7.41, -0.68, -6.03], [-2.83, 5.27, -1.79], [3.38, 3.01, 4.97], [-5.40, 1.76, -1.31], [1.78, 1.06, 0.66], [-1.77, 6.11, 1.55], [-0.73, 0.70, -1.93], [-3.14, -0.38, 3.71], [0.15, 0.92, 4.75], [-3.64, -1.36, -1.27], [-1.04, -3.43, 8.16], [-7.15, 0.17, -0.18], [4.15, 0.76, 4.33], [5.30, 0.54, -6.27], [1.36, -1.20, -6.19], [1.11, 0.33, -3.50], [8.01, 5.57, 3.52], [7.02, -1.61, -6.44], [-3.97, -4.45, 5.10], [-1.93, -0.98, -2.47], [6.26, 3.69, 2.73], [3.90, 3.01, 3.29], [-3.25, 6.78, 0.81], [-2.63, 4.92, -0.04], [8.69, -4.40, -1.87], [-2.87, -4.99, 6.03], [-3.23, 2.01, -4.87], [-4.27, 1.64, 0.72], [-2.39, -0.64, -3.40], [-0.74, 4.44, 0.85], [-1.47, 3.87, 0.29], [5.74, 1.39, 3.89], [2.66, -0.69, -8.19], [2.60, -0.87, -3.30], [-5.91, 0.55, -3.77], [-1.72, 6.84, -0.06], [-0.26, 2.35, 4.60], [2.74, -5.83, -1.09], [6.08, 4.24, 3.78], [-0.64, 3.23, -1.14], [0.63, 2.94, 4.43], [-2.77, 3.26, 1.76], [6.58, -6.16, -0.16], [5.23, 1.45, 5.57], [-2.23, -0.53, -0.03], [4.04, -5.61, 0.09], [-7.27, -0.68, -2.68], [3.13, -2.50, -3.65], [4.88, 1.54, 4.54], [-1.83, -2.06, -2.51], [0.85, -4.93, 7.58], [5.87, -4.75, -1.78], [-0.17, -0.26, -6.24], [-4.55, 0.59, 0.69], [4.39, -1.52, -6.29], [-1.57, -5.11, 8.24], [-7.00, -1.99, 0.01], [-8.52, 0.98, 1.29], [-6.51, -1.11, 0.43], [0.39, -3.95, 6.18], [-7.54, 1.20, 0.90], [-2.89, -0.58, -1.35], [-2.38, 0.00, 2.88], [-0.17, -2.00, -6.39], [-1.31, 2.63, 3.50], [-1.26, 3.70, 3.31], [-0.58, -0.29, -2.35], [7.93, -4.25, -0.77], [1.36, 2.93, 2.01], [-4.71, 1.69, -5.83], [4.44, -0.38, -6.64], [8.20, -0.93, -5.32], [-7.56, 2.18, 0.45], [-2.05, 2.74, 1.12], [-6.34, 0.72, -1.34], [7.55, -2.97, -0.71], [3.42, 0.24, -7.61], [-3.58, 4.52, 0.29], [5.87, -0.44, -4.52], [-6.56, 0.13, -2.60], [1.01, 3.82, 2.05], [0.90, -3.49, -4.21], [4.01, 0.94, -8.59], [-3.50, -3.46, 4.31], [2.32, -1.92, -3.22], [-1.37, -2.27, 0.64], [0.82, 1.08, 0.67], [-3.59, -0.93, 4.50], [6.93, 5.43, 4.27], [-0.33, -0.76, 5.33], [-4.31, 2.15, -4.93], [-4.98, -3.95, 5.82], [-1.08, 1.97, 2.14], [7.84, -0.11, -6.85], [-0.69, 2.68, 5.54], [-4.43, 1.97, 1.74], [6.71, -5.19, -0.84], [7.31, 5.25, 5.54], [-2.65, -6.15, 6.18], [2.59, 1.08, -6.97], [-4.05, 3.02, -2.39], [6.74, 1.04, -4.93], [4.94, -6.59, -2.06], [6.21, 6.56, 4.21], [-5.01, 1.62, -3.71]], "mulliken_charge": [0.32, 0.35, 1.18, -0.51, -0.13, 2.23, -0.24, 0.46, 0.10, 0.69, -1.41, 0.30, 0.38, -0.26, -0.37, 0.25, -0.57, -0.24, 0.07, -1.09, 0.41, 0.97, 0.84, 0.24, 0.14, -0.10, -0.31, -2.09, -0.85, 0.17, -0.29, 0.07, 0.23, 0.13, 0.43, -0.39, -1.03, -1.17, -0.21, 0.27, 0.74, 0.25, 0.32, -1.10, -0.25, 0.58, 0.47, 0.34, -0.01, 0.32, -0.33, 0.11, 0.21, -0.23, 0.33, 0.90, -1.37, -0.51, 0.25, 0.41, 0.49, -0.25, 0.33, 0.19, -0.91, 0.27, 0.47, -0.33, 0.36, -0.23, 0.25, -1.07, 0.39, -0.79, 0.37, 0.32, -0.12, 0.30, 0.99, -0.51, 0.34, -0.33, 0.39, 0.44, 0.45, -1.23, 0.48, 0.38, -0.27, 0.40, 0.07, -0.51, 0.35, 0.37, 0.48, -1.42, 0.22, -1.67, 0.09, -1.02, 0.31, -1.76, 0.40, 2.21, 0.93, -0.43, 0.40, 0.41, 0.40, 0.32, -2.14, 0.68, -0.25, 0.89, 0.22, 0.23, -0.98, 0.24, -0.65, -0.26, -0.24, -0.84, 0.18, -0.77, 0.73, 0.90, 0.32, -1.40, -0.26, 0.50, 0.32, 0.56, 0.25, 0.28, -0.25, -0.50, -0.26, 0.10, 0.35, 0.34, -0.25, 0.83]}

=====

Number 1: energy -92750.8628 eV. Number 2: energy -9274.3234 eV. Number 3: energy -148739.7470 eV.